DFT (wB97M-V/def2-TZVPD) results for C17H21FeN3SSi as an isolated structure.

```
44
Properties=species:S:1:pos:R:3:forces:R:3:lowdin_spin:R:1
Fe 0.126695 -0.538918 0.980842 -0.2 0.0 0.1 1.230
N 0.172991 -2.460242 0.252745 0.2 0.1 0.2 -0.007
C -0.530540 -2.583705 -0.997763 0.2 -0.3 0.0 -0.001
C -0.485436 -3.693844 -1.789048 -0.1 0.0 -0.1 0.001
C -1.212369 -3.729053 -2.999261 0.0 0.0 0.0 -0.001
C -1.965841 -2.659391 -3.383029 0.0 0.1 0.0 0.001
C -2.003509 -1.490233 -2.584316 0.0 -0.1 0.0 0.000
C -2.723854 -0.332941 -2.942975 0.0 0.1 0.1 0.006
C -2.657732 0.767491 -2.136009 -0.1 -0.1 -0.2 -0.001
C -1.867905 0.720264 -0.980669 0.1 0.1 0.2 0.006
N -1.189532 -0.340240 -0.588970 0.1 0.1 -0.1 -0.007
C -1.263058 -1.455605 -1.386650 -0.1 0.2 -0.1 0.001
H -0.333988 -2.938806 0.999881 0.0 -0.1 -0.1 0.001
H 1.078040 -2.918335 0.201698 0.1 0.1 0.0 0.000
H 0.099227 -4.555409 -1.490725 0.0 0.0 0.0 0.000
H -1.170672 -4.616469 -3.615179 0.0 0.0 0.0 0.000
H -2.533432 -2.685490 -4.303836 0.0 0.0 0.0 0.000
H -3.309242 -0.324953 -3.853661 0.0 0.0 0.0 0.000
H -3.185162 1.679487 -2.374275 0.0 0.0 0.0 0.000
H -1.785712 1.607809 -0.369227 0.0 -0.1 0.0 0.000
S 1.470774 -0.840210 2.800909 -0.4 0.0 -0.4 -0.006
C 0.542912 0.574405 3.238923 0.3 -0.2 -0.1 -0.006
C 0.530363 1.237957 4.457892 0.0 0.0 0.1 0.000
C -0.298375 2.332298 4.600218 0.0 0.0 0.0 -0.005
C -1.094907 2.733186 3.532021 0.0 0.0 -0.1 0.001
C -1.024434 2.023200 2.354333 -0.1 0.1 -0.1 -0.007
N -0.214887 0.966474 2.198128 -0.1 0.3 0.2 -0.020
H 1.157582 0.880886 5.262167 0.0 0.0 0.0 0.000
H -0.334170 2.875422 5.535189 0.0 0.0 0.0 0.000
H -1.755333 3.583277 3.615434 0.0 0.0 0.0 0.000
H -1.636495 2.308932 1.509845 0.0 0.0 0.0 0.000
C 1.055078 2.326236 -0.770385 -0.1 -0.1 -0.1 -0.020
Si 1.822356 0.773636 -0.036507 0.0 -0.3 -0.1 -0.114
C 3.345292 1.282153 0.905041 -0.1 -0.1 0.1 -0.013
C 2.279399 -0.484106 -1.360489 0.1 0.3 -0.1 -0.026
H 0.845074 2.184429 -1.833961 0.0 0.0 0.0 -0.001
H 1.753548 3.159185 -0.675139 0.0 0.0 0.0 -0.002
H 0.126857 2.631685 -0.286062 0.1 0.0 0.0 -0.001
H 3.986929 1.858261 0.231442 0.0 0.0 0.0 -0.003
H 3.901134 0.415442 1.257565 0.0 0.0 0.1 0.000
H 3.109844 1.918085 1.759895 0.0 0.0 0.0 0.000
H 3.009489 -0.035899 -2.043843 0.0 0.0 0.0 -0.005
H 1.416086 -0.782983 -1.957145 0.0 0.0 0.0 0.000
H 2.746912 -1.373369 -0.935041 0.0 0.0 0.0 0.000
```
Forces are in eV/Å.

The calculation puts the HOMO energy (spin up / spin down) at -11.01 / -11.10 eV. The multiplicity is 2. As for the expectation value of S²: 0.854. Its charge is +1.



DFT (wB97M-V/def2-TZVPD) results for C34H28F3LuNO6Se as an isolated structure at a distorted geometry.

```
74
Properties=species:S:1:pos:R:3:forces:R:3:lowdin_charge:R:1
Lu 2.136697 -1.279475 0.769724 -0.2 0.6 -0.8 1.644
C -4.021951 -0.160213 -1.463362 0.5 0.7 0.5 0.014
C -2.770253 -0.807299 -0.867934 0.4 -0.1 -0.7 -0.550
C -2.969799 -2.311016 -0.688604 -0.1 -0.1 0.8 0.022
O -2.411095 -0.071661 0.283072 -0.4 -0.6 0.3 -0.015
C -1.066206 0.451281 0.208140 -0.7 -0.1 0.2 -0.122
C -0.539656 -0.375132 -0.930414 1.3 -1.8 0.2 -0.194
O -1.639955 -0.694773 -1.764178 -1.2 1.2 0.1 -0.075
C 0.743371 0.145694 -1.637927 -0.1 -0.4 -1.0 -0.402
O 1.828999 0.102154 -0.759268 -0.9 0.1 -0.1 -0.313
C 1.048061 -0.717925 -2.890832 0.8 0.4 0.9 -0.115
C 0.100357 -0.857053 -3.860435 -0.9 -0.7 -0.8 -0.034
C 0.359440 -1.634546 -4.986367 -1.0 0.5 -0.1 -0.083
C 1.599743 -2.190623 -5.181355 0.0 -0.5 -0.2 -0.107
C 2.562275 -2.062775 -4.183990 0.1 -0.4 -1.0 -0.090
C 2.306158 -1.307405 -3.075157 -0.2 0.4 0.9 -0.028
C 0.441097 1.526035 -2.215063 0.2 1.6 1.4 -0.117
C -0.833459 1.937252 -2.640276 1.0 -0.3 -0.4 -0.032
C -1.067403 3.209383 -3.148018 0.4 -0.9 0.8 -0.083
C -0.069361 4.156827 -3.068895 0.4 0.7 -0.8 -0.112
C 1.199654 3.811187 -2.586293 -0.2 0.0 -0.5 -0.087
C 1.428816 2.516647 -2.126593 0.3 0.0 0.0 -0.022
C -0.371822 0.287117 1.609693 -1.5 -1.8 0.5 -0.376
O 0.390805 -0.912158 1.683987 -0.8 1.2 0.1 -0.344
C -1.529865 0.127767 2.610280 0.0 1.2 0.5 -0.143
C -1.758477 -0.977622 3.403019 0.1 -0.1 -0.2 -0.019
C -2.653036 -0.878349 4.465205 -0.4 -0.9 0.4 -0.097
C -3.297577 0.298721 4.756331 -0.1 0.0 0.3 -0.112
C -3.080344 1.403233 3.939908 -1.4 0.3 0.6 -0.100
C -2.273806 1.302170 2.861545 1.1 0.1 -1.2 -0.037
C 0.416462 1.497108 2.091457 1.6 0.0 -0.5 -0.143
C 1.305378 1.260444 3.173562 -1.3 0.2 -1.0 -0.032
C 2.352522 2.095840 3.446859 0.0 0.4 -0.3 -0.100
C 2.564271 3.208926 2.631362 -0.2 0.6 -0.5 -0.083
C 1.632801 3.543352 1.639814 0.1 -0.7 0.4 -0.075
C 0.540532 2.694335 1.388227 0.3 0.3 0.0 -0.032
H -4.846971 -0.285410 -0.746698 0.2 -0.1 -0.4 0.095
H -4.258549 -0.562941 -2.443784 -0.1 -0.1 0.0 0.084
H -3.826459 0.922665 -1.527563 -0.1 -0.3 -0.2 0.089
H -3.660486 -2.551956 0.139164 0.3 0.2 -0.2 0.096
H -2.006392 -2.813820 -0.523108 -0.3 0.1 0.1 0.094
H -3.410013 -2.696302 -1.608661 0.1 0.0 0.0 0.084
H -1.186569 1.504675 -0.034610 0.3 0.0 -0.2 0.135
H -0.322371 -1.386049 -0.530009 0.7 0.5 0.3 0.149
H -0.902109 -0.459663 -3.714561 0.5 0.0 -0.2 0.109
H -0.488017 -1.780449 -5.667934 0.6 0.0 -0.1 0.104
H 1.783472 -2.766492 -6.083056 0.1 -0.1 0.2 0.094
H 3.495178 -2.599548 -4.297735 0.2 0.2 0.0 0.100
H 3.089017 -1.185492 -2.331004 -0.3 0.0 0.0 0.106
H -1.623783 1.225094 -2.612936 -0.4 -0.3 -0.2 0.088
H -2.037805 3.351100 -3.577757 -0.4 0.6 -0.1 0.094
H -0.270921 5.149151 -3.484739 0.3 -0.2 0.2 0.095
H 2.052045 4.498926 -2.698903 -0.6 -0.1 0.5 0.103
H 2.387416 2.292059 -1.649842 -0.3 -0.2 -0.4 0.119
H -1.283656 -1.933144 3.203225 0.2 0.3 0.0 0.115
H -2.874143 -1.769934 5.072884 0.2 0.4 -0.3 0.104
H -3.989391 0.348950 5.589837 0.1 0.1 0.0 0.093
H -3.654005 2.310246 4.108908 0.2 0.0 0.1 0.101
H -2.163402 2.164778 2.173506 0.0 -0.6 0.6 0.133
H 1.084263 0.400925 3.770553 0.3 -0.5 0.3 0.119
H 3.011542 1.817524 4.245130 0.4 0.2 0.2 0.053
H 3.443429 3.848317 2.747006 -0.2 -0.3 0.1 0.099
H 1.797985 4.395355 0.983269 -0.1 0.0 0.3 0.097
H -0.156781 3.008234 0.605256 0.3 -0.4 0.1 0.109
F 3.611070 -4.838731 1.933736 -1.5 0.2 -0.1 0.127
C 2.285472 -4.509314 1.800490 0.4 -0.6 2.0 -0.424
F 2.140124 -3.288002 2.473699 0.0 -1.3 -0.7 0.043
F 1.529049 -5.441972 2.487502 1.3 1.6 -1.0 0.117
C 1.883675 -4.401234 0.321231 -0.1 2.2 -1.2 -0.501
O 1.390712 -5.354109 -0.224285 0.4 0.4 0.1 0.128
O 2.132945 -3.168610 -0.158538 -0.4 -3.1 0.7 -0.211
Se 4.895884 -0.481668 4.593505 0.7 0.1 0.7 0.536
C 4.444559 -0.601583 2.918939 -1.9 -0.3 -2.0 -0.957
N 3.900608 -0.699021 1.860659 2.1 0.4 1.9 -0.123
```
Forces are in eV/Å.

The calculation puts the HOMO energy at -5.90 eV. Its charge is -1.



Q: Which relative energy (zero: lowest compared OMol25 entry of this formula, charge and spin) values were calculated for the entries above? A: 0.209 0.000, in eV.
Q: Which energy values were calculated for the entries above? A: -75536.5077 -156613.5831, in eV.